{
  "formula": "C3H6NP",
  "method": "ωB97M-V with the def2-TZVPD basis set",
  "orbital_gap_ev": 8.78,
  "e_homo_ev": -8.992,
  "smiles": "[H]/N=P/[H].C=C=C",
  "e_tot_ev": -13983.4187,
  "fmax_ev_per_a": 4.0,
  "species": ["C", "C", "C", "N", "P", "H", "H", "H", "H", "H", "H"],
  "coordinates": [[1.518475, -0.402650, -0.353945], [1.002799, 0.509154, 0.463022], [0.518952, 1.497421, 1.165950], [-1.820169, -0.869201, -0.628537], [-3.182201, -0.413652, -0.040861], [2.340297, -0.936328, -0.091926], [0.870688, 2.524972, 1.105704], [-0.354309, 1.129467, 1.727733], [-0.959364, -0.461502, -0.512298], [1.033887, -0.663586, -1.339049], [-3.954983, -1.457814, -0.685691]],
  "forces_ev_per_angstrom": [[-3.4, 2.0, -0.7], [1.3, -0.2, -1.7], [-0.7, -1.4, -0.1], [-2.4, -1.6, -0.9], [0.2, -0.3, -0.3], [2.2, -1.6, 0.9], [-0.3, -0.3, 0.1], [0.4, 1.0, 0.4], [2.1, 1.6, 0.8], [0.6, 0.6, 1.1], [-0.1, 0.3, 0.3]]
}


{
  "formula": "C33H38BN9O2PtS3",
  "method": "ωB97M-V with the def2-TZVPD basis set",
  "orbital_gap_ev": [5.65, 5.85],
  "e_homo_ev": [-15.829, -16.028],
  "s2": 0.7832,
  "total_charge": 3,
  "e_tot_ev": -88749.0470,
  "multiplicity": 2,
  "fmax_ev_per_a": 3.0,
  "species": ["Pt", "C", "C", "N", "N", "C", "B", "N", "C", "C", "C", "N", "N", "C", "C", "C", "N", "N", "C", "C", "C", "N", "H", "H", "H", "H", "H", "H", "H", "H", "H", "H", "H", "H", "C", "C", "S", "C", "C", "S", "C", "C", "S", "H", "H", "H", "H", "H", "H", "H", "H", "H", "H", "H", "H", "C", "C", "C", "C", "C", "C", "N", "C", "C", "C", "C", "C", "C", "C", "O", "O", "C", "C", "H", "H", "H", "H", "H", "H", "H", "H", "H", "H", "H", "H", "H", "H"],
  "coordinates": [[1.220188, 1.231289, 1.354359], [-1.078213, -1.830674, 2.767108], [0.158258, -1.232293, 2.671480], [-0.009915, 0.076506, 2.382370], [-1.329381, 0.297840, 2.211225], [-1.994027, -0.823029, 2.470055], [-1.877455, 1.709475, 1.838039], [-1.520973, 1.987796, 0.358453], [-2.241066, 2.287334, -0.722983], [-1.372901, 2.649102, -1.745253], [-0.111605, 2.546725, -1.202513], [-0.205457, 2.183777, 0.096275], [-1.015154, 2.723857, 2.648054], [-1.379531, 3.790919, 3.360165], [-0.257994, 4.375974, 3.911837], [0.798137, 3.609737, 3.469107], [0.349987, 2.606655, 2.682913], [-3.335400, 1.746837, 2.114934], [-4.020708, 2.043537, 3.264923], [-5.336224, 1.766878, 3.050688], [-5.380928, 1.264406, 1.733688], [-4.185309, 1.228445, 1.176626], [-1.288846, -2.851526, 3.037500], [1.140039, -1.638807, 2.852048], [-3.073181, -0.839851, 2.436602], [-3.315828, 2.234235, -0.688147], [-1.630703, 2.971782, -2.739733], [0.835284, 2.756585, -1.662702], [-2.414341, 4.081111, 3.431617], [-0.214339, 5.232556, 4.562726], [1.828338, 3.736330, 3.728100], [-3.531282, 2.389368, 4.160773], [-6.150872, 1.874446, 3.746267], [-6.240811, 0.912985, 1.183948], [4.874858, -0.408802, 2.006155], [4.587318, 0.662981, 3.052908], [3.087626, 1.702435, 2.891497], [3.619051, 3.255389, 2.105593], [4.116510, 3.094274, 0.711384], [2.858045, 2.220207, -0.258422], [3.992473, 1.210745, -1.298502], [4.673020, -0.036347, -0.762715], [5.861565, 0.172662, 0.589521], [3.956250, -0.854951, 1.638723], [5.463172, -1.185150, 2.494399], [5.406352, 1.379755, 3.141463], [4.444574, 0.201660, 4.031309], [4.374033, 3.699247, 2.760268], [2.739561, 3.894398, 2.128956], [5.023784, 2.496989, 0.679382], [4.308585, 4.058966, 0.237980], [4.706048, 1.975548, -1.612257], [3.384209, 0.941119, -2.164177], [5.225641, -0.480455, -1.592323], [3.927966, -0.733333, -0.430728], [-5.179782, -2.143569, -3.959167], [-3.696713, -2.340641, -4.110085], [-3.164095, -2.702163, -5.354952], [-1.792665, -2.927973, -5.551103], [-0.934960, -2.813757, -4.498421], [-1.450959, -2.461263, -3.218667], [-0.621150, -2.281918, -2.158296], [0.610818, -2.884202, -1.891110], [0.962646, -4.091423, -2.489308], [2.166822, -4.704020, -2.182517], [3.020074, -4.144739, -1.243917], [2.663057, -2.959330, -0.620554], [1.476492, -2.301713, -0.931728], [1.133127, -1.014339, -0.281512], [2.016895, -0.468513, 0.573240], [0.071171, -0.428655, -0.465657], [-2.848090, -2.212112, -3.022467], [-3.411625, -1.902582, -1.663095], [-5.677042, -2.160342, -4.925839], [-5.409892, -1.196446, -3.470016], [-5.614752, -2.938424, -3.348571], [-3.837582, -2.802488, -6.197491], [-1.419928, -3.167882, -6.537579], [0.132300, -2.907261, -4.638603], [-0.846779, -1.529045, -1.507249], [0.271492, -4.578030, -3.162244], [2.424450, -5.639368, -2.661701], [3.943511, -4.642048, -0.980376], [3.307527, -2.549850, 0.141744], [-2.688464, -2.019048, -0.858970], [-4.246664, -2.570634, -1.447579], [-3.807691, -0.883876, -1.627204]],
  "forces_ev_per_angstrom": [[2.3, 1.8, 0.7], [-0.1, 0.0, 0.0], [0.2, 0.3, 0.3], [-0.5, -0.8, -0.1], [0.1, 0.1, 0.2], [-0.1, -0.2, 0.0], [-0.1, -0.1, 0.0], [0.1, 0.0, 0.1], [0.0, 0.0, -0.1], [-0.1, 0.0, -0.1], [0.0, -0.1, 0.2], [-0.2, -0.8, -0.6], [0.3, -0.2, -0.2], [-0.1, 0.1, 0.0], [0.0, 0.1, 0.1], [-0.2, -0.2, -0.2], [-0.4, 0.7, -0.2], [-0.1, 0.2, 0.2], [0.2, -0.1, -0.1], [-0.1, -0.2, 0.0], [0.0, -0.2, 0.0], [0.0, 0.2, 0.1], [0.0, 0.0, 0.0], [0.0, 0.0, -0.1], [0.0, 0.0, 0.0], [0.0, 0.0, 0.1], [0.0, 0.0, 0.0], [0.0, 0.0, 0.0], [0.0, 0.0, 0.0], [0.0, 0.0, 0.0], [0.0, 0.0, 0.1], [0.0, 0.0, 0.0], [0.0, 0.0, 0.0], [0.0, 0.0, 0.0], [0.2, 0.3, -0.1], [-0.1, -0.1, 0.0], [-0.2, -0.7, 0.2], [0.1, 0.1, 0.2], [0.2, 0.0, -0.1], [0.1, 0.6, 0.2], [-0.5, -0.4, -0.1], [0.2, 0.4, 0.1], [-0.1, -0.2, 0.0], [0.0, -0.1, 0.1], [0.0, 0.0, 0.0], [0.0, 0.0, 0.0], [0.0, 0.0, 0.0], [0.0, -0.1, 0.0], [0.1, 0.0, -0.1], [0.0, 0.0, 0.0], [-0.1, 0.0, 0.0], [0.0, 0.0, 0.0], [0.0, 0.1, 0.0], [0.0, 0.0, 0.0], [-0.1, -0.3, -0.1], [0.1, 0.0, 0.0], [-0.1, 0.0, 0.0], [0.0, 0.0, 0.0], [0.0, 0.0, 0.0], [0.0, 0.0, 0.1], [0.1, 0.0, 0.0], [0.2, -0.1, -0.2], [-0.1, 0.2, -0.1], [0.0, -0.1, 0.0], [0.0, 0.0, 0.0], [0.0, 0.0, 0.1], [-0.1, -0.1, 0.0], [0.2, 0.2, 0.0], [0.0, 0.4, 0.6], [-1.0, -0.4, -1.2], [0.0, -0.6, -0.4], [0.0, 0.0, 0.1], [0.1, 0.1, -0.1], [0.0, 0.0, 0.0], [0.0, 0.0, 0.0], [0.0, 0.0, 0.0], [0.0, 0.0, 0.0], [0.0, 0.0, 0.0], [0.0, 0.0, 0.0], [-0.1, -0.1, 0.2], [0.0, 0.0, 0.0], [0.0, 0.0, 0.0], [0.0, 0.0, 0.0], [0.0, 0.0, 0.1], [0.0, 0.0, 0.0], [0.0, 0.0, 0.0], [0.0, 0.0, 0.0]]
}


{
  "formula": "C7H22ClI2N2P2STc",
  "method": "ωB97M-V with the def2-TZVPD basis set",
  "orbital_gap_ev": [4.74, 6.03],
  "e_homo_ev": [-16.760, -17.467],
  "s2": 3.8226,
  "total_charge": 3,
  "e_tot_ev": -70900.7776,
  "multiplicity": 4,
  "fmax_ev_per_a": 4.1,
  "species": ["I", "I", "Tc", "P", "C", "C", "H", "H", "H", "H", "H", "H", "C", "H", "H", "H", "P", "C", "C", "H", "H", "H", "C", "H", "H", "H", "H", "H", "H", "Cl", "N", "C", "N", "S", "H", "H", "H", "H"],
  "coordinates": [[0.466671, -0.105792, 2.554714], [1.353106, 1.951845, 1.015849], [-0.379886, -0.865699, -2.973200], [1.365917, -1.335726, -1.720689], [2.119246, -1.100124, -0.036712], [1.953392, -3.009999, -2.192416], [3.053852, -2.991053, -2.259485], [3.398657, -0.472734, -2.620867], [1.476949, -3.316333, -3.111506], [2.064929, 0.136823, -3.634218], [1.562505, -1.764256, 0.614119], [1.600985, -3.684611, -1.421516], [2.402981, -0.051810, -2.620561], [3.221272, -1.289926, -0.156509], [2.348605, 0.871284, -2.036972], [1.929093, -0.005026, 0.221773], [-2.146331, -0.155695, -1.853647], [-2.080046, 0.233932, -0.036156], [-2.219585, 1.564389, -2.615656], [-3.757281, -1.686316, -2.939551], [-4.595384, -0.365289, -2.094282], [-3.913514, -1.681305, -1.193803], [-3.759073, -1.053326, -2.063731], [-1.863881, 1.497647, -3.639234], [-3.242667, 1.875045, -2.496665], [-3.032349, 0.838185, 0.170505], [-1.180623, 0.864731, 0.072556], [-1.567456, 2.117707, -1.955388], [-2.006587, -0.751634, 0.447668], [-1.388249, -2.243924, -4.428620], [0.564623, 0.842636, 6.008947], [0.903528, 1.940099, 5.278703], [1.348700, 3.130382, 5.737502], [0.154734, 1.937308, 3.769850], [0.524700, 0.694152, 7.001648], [0.270785, 0.102389, 5.415485], [1.599698, 3.900039, 5.088975], [1.447985, 3.431984, 6.703092]],
  "forces_ev_per_angstrom": [[-0.6, -1.8, 2.1], [0.9, 3.0, -2.3], [-0.3, -0.1, -4.0], [3.4, -0.9, 2.0], [-0.6, 0.8, -1.3], [-0.2, 0.7, 0.0], [-0.5, -0.1, 0.0], [0.3, 0.0, -0.2], [0.2, -0.2, -0.5], [0.3, 0.1, -0.5], [0.5, -0.3, 0.3], [0.1, -0.2, 0.3], [-1.5, -0.2, 0.4], [-1.1, -0.1, 0.3], [0.2, -0.1, -0.1], [0.7, -2.1, -0.5], [-2.8, 1.1, 2.0], [-0.6, 0.3, -1.5], [0.6, -2.0, 0.7], [0.0, 0.0, -0.2], [0.0, 0.4, -0.1], [0.2, -0.2, 0.2], [0.8, 0.0, 0.0], [-0.2, 0.6, -0.3], [-0.4, 0.4, -0.3], [1.3, -1.0, 0.1], [-0.5, -0.3, 0.4], [0.2, 0.6, -0.2], [-0.2, 0.6, 0.3], [0.7, 0.5, 1.3], [1.4, 1.8, -0.8], [-0.9, -0.2, 4.0], [0.0, -0.5, -1.3], [-0.8, 1.7, -1.4], [0.6, 0.3, 0.4], [-0.5, -0.8, 0.2], [-0.4, -1.0, 0.3], [-0.1, -0.8, 0.2]]
}